{
  "formula": "C22H60Be2F3O20",
  "method": "ωB97M-V/def2-TZVPD",
  "homo_energy_ha": [-0.47692, -0.47546],
  "orbital_gap_ev": [1.9, 1.8],
  "spin_multiplicity": 2,
  "charge": 2,
  "relative_energy_kcal_mol": 33.55,
  "elements": ["F", "F", "F", "O", "O", "O", "O", "O", "O", "O", "O", "O", "O", "O", "O", "O", "O", "O", "O", "O", "O", "O", "O", "C", "C", "C", "C", "C", "C", "C", "C", "C", "C", "C", "C", "C", "C", "C", "C", "C", "C", "C", "C", "C", "C", "Be", "Be", "H", "H", "H", "H", "H", "H", "H", "H", "H", "H", "H", "H", "H", "H", "H", "H", "H", "H", "H", "H", "H", "H", "H", "H", "H", "H", "H", "H", "H", "H", "H", "H", "H", "H", "H", "H", "H", "H", "H", "H", "H", "H", "H", "H", "H", "H", "H", "H", "H", "H", "H", "H", "H", "H", "H", "H", "H", "H", "H", "H"],
  "coordinates": [[-1.5278, -0.3227, 0.9731], [-0.4186, -2.2699, 0.9422], [-2.4420, -2.0931, 0.3857], [-0.2125, -0.3700, -6.4184], [-1.7754, -5.0581, 2.5312], [5.2573, 2.7818, -2.8249], [3.4498, -2.5138, -0.3606], [5.8488, 1.2820, -0.3334], [-3.5043, 2.0254, 0.6674], [-2.0393, 3.8271, -1.1647], [3.1554, -0.8810, 2.2437], [-5.7566, -2.5580, 0.2900], [2.2411, 2.8990, 1.6705], [-4.7349, -4.4781, 2.7287], [4.0404, 4.4469, 3.8541], [-0.8864, 2.3918, -5.7260], [-0.8878, -2.0837, -2.1993], [0.5276, -0.7509, -1.2060], [3.4917, -0.9378, 5.2690], [-3.2248, 0.3489, 2.8897], [3.8728, -4.6015, -2.3649], [-3.9655, 5.0088, 0.5884], [-6.6744, -3.9356, -2.0958], [-0.8292, -1.0814, -1.2437], [-1.1043, 0.0218, -5.3626], [2.0134, 3.6965, 2.7453], [4.7032, -3.0863, -0.5336], [-1.3011, -1.4488, 0.2279], [-4.4829, 1.0729, 0.8975], [-3.6159, -3.7760, 3.1479], [-2.5705, 5.3331, 0.6980], [-5.1088, -2.4146, -0.9928], [2.2560, 0.9943, -0.9545], [-6.2698, -2.5163, -2.0220], [6.3556, 1.9139, -2.5166], [6.0066, 0.7763, -1.6382], [-2.4889, -4.7288, 3.7398], [3.1091, 4.8375, 2.8995], [-4.4453, 0.8197, 2.4503], [4.6007, -4.4913, -1.1444], [-1.8269, 5.1103, -0.6034], [-0.5662, 1.3593, -4.8232], [2.2099, -0.6488, 3.2410], [0.7923, 0.5594, -0.7081], [2.7587, 0.0080, 4.4867], [-1.7990, -4.7351, -2.4837], [1.5965, -3.0633, -2.2412], [-7.0885, -1.8697, -1.7061], [-3.1128, -5.5823, 4.0050], [-4.3784, -3.2225, -1.0377], [-6.6414, -2.9046, 0.1535], [-5.8216, -2.1842, -2.9584], [5.3183, -2.4734, -1.1924], [-3.9552, 4.1798, 0.1045], [4.5474, 2.4701, -3.3909], [-1.0968, -4.4227, 2.2917], [1.9537, 3.1101, 3.6622], [-1.0858, -0.8595, -4.7215], [2.5790, 5.6798, 3.3439], [-3.2504, -3.1675, 2.3208], [-5.4104, 1.3721, 0.4094], [-4.6805, 1.7393, 2.9861], [2.9091, -1.6901, 5.3969], [2.4551, 1.0546, -2.0245], [-1.1641, 3.5305, -1.4248], [3.5827, 4.9157, 1.9209], [4.6325, 5.2024, 3.8719], [-4.5695, -1.4729, -1.0954], [-2.3835, 5.7224, -1.3131], [1.3948, -0.0446, 2.8425], [-3.3801, 2.0147, -0.2845], [-3.8343, -3.1197, 3.9903], [-2.4304, 6.3580, 1.0416], [-2.1249, 0.0870, -5.7396], [-5.1220, 0.0276, 2.7709], [-0.8334, 5.5432, -0.7199], [3.4179, -2.2122, 0.5503], [3.3308, 0.8652, 4.1317], [5.1011, 1.8806, -0.3982], [5.1070, 0.3710, -2.1014], [6.8425, 0.0768, -1.6456], [-2.1806, 4.6776, 1.4767], [6.6968, 1.5928, -3.5008], [4.0707, -5.0979, -0.4100], [0.2664, 1.3427, -1.2540], [-0.4582, -1.2317, -6.7629], [1.1008, 4.2064, 2.4366], [1.6665, -1.5765, 3.4204], [3.1989, 2.9540, 1.6349], [-4.9917, -3.7977, 2.1020], [-0.8216, 1.9587, -6.5803], [0.4718, 1.4321, -4.4986], [0.5668, 0.6263, 0.3562], [7.1444, 2.5063, -2.0530], [5.1119, -3.1248, 0.4762], [-4.0639, 0.1566, 0.4815], [2.1112, 0.5047, 5.2093], [3.5693, -0.0149, 2.2437], [3.9839, -5.4332, -2.8314], [-6.0631, -4.4137, -2.6610], [2.5346, 1.9872, -0.6015], [2.9971, 0.2677, -0.6214], [-2.6214, 0.9197, 2.4084], [5.5776, -4.9188, -1.3701], [-1.9122, -4.4663, 4.6267], [-1.1471, 1.5061, -3.9127], [-1.4445, -0.2082, -1.4604]],
  "forces_ev_per_a": [[1.5, -0.6, -1.4], [0.0, 1.3, -1.4], [-0.7, -0.6, -1.6], [0.2, 0.3, -0.4], [1.0, -1.4, 0.2], [-0.1, 1.0, 1.5], [-2.0, 0.1, -1.5], [-0.7, -0.8, 0.5], [1.0, 1.2, -0.6], [1.0, -1.1, 0.3], [0.8, 0.1, -0.4], [1.3, 0.6, 0.1], [1.7, -1.9, -1.9], [0.0, 0.1, -0.5], [1.0, -0.3, 0.2], [0.2, -0.4, 0.1], [0.4, -1.5, 0.2], [0.6, 0.3, -0.2], [0.7, 0.6, -0.6], [1.3, 0.0, -0.5], [-1.9, 2.3, -0.6], [0.9, 0.8, -0.5], [-0.3, 1.8, 0.3], [0.8, -1.8, 0.7], [1.5, -0.9, -0.6], [-0.4, 3.0, 1.2], [1.0, -0.8, -1.1], [-0.1, -0.4, 2.9], [0.4, -1.5, 1.8], [2.2, 0.5, 3.2], [0.2, -1.0, 0.7], [-2.6, -0.2, 0.8], [0.3, -1.0, -0.8], [2.4, -1.8, -0.2], [0.0, 0.6, -2.4], [0.5, 0.6, -0.2], [-2.2, 0.5, -2.8], [-2.3, -1.8, 0.6], [-2.2, 0.1, -0.5], [0.2, -1.0, 1.2], [-2.0, 2.1, -1.2], [-1.7, -0.4, 0.6], [-2.8, -0.1, 0.7], [2.0, 1.9, 0.6], [0.2, -0.6, 0.6], [0.0, 1.0, 0.4], [-0.1, 1.5, 1.9], [-0.1, -0.4, -0.2], [0.5, -0.5, 0.0], [0.2, -0.4, -0.6], [-0.1, -0.2, -0.1], [-0.6, 0.1, -0.5], [0.1, 0.3, 0.1], [-0.3, -0.3, 0.2], [0.5, -0.7, -0.2], [-0.1, 0.3, 0.6], [-0.3, 0.3, 0.3], [-0.1, 0.5, 1.2], [0.0, 0.6, -1.0], [0.5, 0.0, 0.2], [-0.4, -0.3, 0.6], [-0.3, 0.2, -0.1], [0.0, -0.1, 0.2], [-0.3, 0.0, -0.3], [-0.1, -0.3, -0.1], [-0.2, 0.9, -0.2], [0.6, -0.2, 0.6], [-0.2, 0.2, 0.4], [-0.1, 0.6, 0.0], [0.0, 0.6, -0.2], [0.5, 0.6, -0.1], [-0.6, 0.5, 0.0], [-0.3, 0.0, -0.2], [-0.1, 0.6, 0.1], [-0.6, 0.3, -0.4], [0.4, -0.7, 0.7], [-0.9, 0.7, 0.7], [1.0, -0.2, 0.2], [0.0, 0.4, 0.2], [-0.4, -0.7, 0.4], [-0.2, -0.2, 0.2], [0.4, -0.1, 0.2], [0.6, -0.5, 0.1], [0.2, -0.3, 0.1], [-0.9, -0.4, -0.1], [-0.2, 0.1, -0.2], [-0.4, 0.1, 1.0], [0.4, -0.4, 0.4], [0.4, -0.8, -0.8], [-1.5, -0.5, -0.7], [0.1, 0.4, -0.6], [0.3, -0.7, -0.4], [-0.1, -0.1, -0.1], [-0.2, 0.2, -0.1], [0.7, -0.5, -0.3], [-0.7, -0.6, -0.3], [-1.1, -0.2, -0.6], [0.9, 0.0, -0.8], [0.1, -0.3, 0.2], [0.0, 0.2, -0.1], [-0.6, -0.1, 0.5], [-0.1, 0.0, 0.5], [0.7, 0.1, 0.3], [0.2, 0.2, 0.5], [0.2, 0.6, -0.4], [-0.2, 0.4, 0.3], [-0.2, 0.1, -0.8]],
  "mulliken_spin": [0.000, -0.006, 0.003, 0.001, 0.007, 0.000, -0.003, 0.000, 0.000, 0.000, 0.000, 0.009, 0.000, 0.004, 0.000, 0.001, 0.263, 0.003, 0.000, 0.000, -0.002, 0.000, 0.000, 0.041, 0.005, 0.000, 0.000, 0.000, -0.001, 0.003, 0.000, -0.018, 0.000, -0.001, 0.000, 0.000, 0.002, 0.000, 0.000, 0.000, 0.000, 0.000, 0.000, -0.003, 0.000, 0.709, -0.066, 0.000, 0.000, 0.031, -0.001, 0.001, -0.001, 0.000, 0.000, 0.000, 0.000, 0.002, 0.000, 0.000, 0.000, 0.000, 0.000, 0.000, 0.000, 0.000, 0.000, 0.001, 0.000, 0.000, 0.000, -0.001, 0.000, 0.000, 0.000, 0.000, 0.000, 0.000, 0.000, 0.000, 0.000, 0.000, 0.000, -0.001, 0.001, 0.000, 0.000, 0.000, 0.000, 0.000, 0.000, 0.000, -0.003, 0.000, 0.000, 0.000, 0.000, 0.000, 0.000, 0.000, 0.000, 0.000, 0.000, -0.001, 0.000, 0.000, 0.018]
}